ORCA calculation (the ωB97M-V functional and the def2-TZVPD basis) on a cluster of 3 separate species, C37H82BBrN5O4 in total at a distorted geometry.

```
130
Properties=species:S:1:pos:R:3
C -3.5297 -4.9228 2.0200
C -2.3455 -5.5242 1.0749
C -0.9178 -4.8410 1.4310
C -0.2305 -4.1235 0.1465
C 0.7816 -2.9662 0.6189
C 0.9483 -1.7711 -0.4658
C -0.3562 -0.8510 -0.3532
N -0.8022 -0.0680 -1.5895
C -1.5527 1.2152 -1.2256
N -2.7330 1.2291 -2.1408
B -0.8224 2.6335 -1.6562
O -1.5278 3.8718 -1.7531
O 0.6012 2.6600 -1.9855
C 1.3780 3.2831 -0.9262
C -1.8056 0.9700 0.3734
C -1.9578 2.3379 1.2567
C -3.2757 3.1987 0.8232
C -4.5520 2.8984 1.7502
C -5.8091 3.8786 1.4565
C -7.2235 3.2451 1.8739
C -7.6194 1.9205 1.0467
C -9.1551 1.8791 0.5577
C -9.9972 0.7400 1.3518
O -10.6946 -0.1639 0.4222
C -12.0051 -0.4808 0.9916
N -3.0589 0.2636 0.6726
C -3.0069 -0.8042 1.6984
C -3.1746 -0.3097 3.2278
C -3.1180 -1.6736 4.1326
C -0.3536 0.3879 0.7186
C 0.1098 0.1034 2.2212
C 1.7238 0.0958 2.3830
O 2.4024 -0.9568 2.4032
Br 2.7768 1.7877 2.6125
H -3.6209 -3.8064 1.7564
H -4.5504 -5.4034 1.7664
H -3.3394 -5.1048 3.1317
H -2.6632 -5.3157 -0.0173
H -2.3468 -6.6575 1.2991
H -0.2190 -5.6358 1.8888
H -1.1246 -4.0923 2.2887
H -1.0953 -3.7372 -0.5222
H 0.3054 -4.9358 -0.4589
H 0.4559 -2.5666 1.6460
H 1.8125 -3.4744 0.7430
H 1.0261 -2.2761 -1.4886
H 1.9017 -1.1777 -0.1887
H -1.2085 -1.6135 -0.2773
H -1.3212 -0.6398 -2.2861
H 0.0987 0.1432 -2.0817
H -3.6167 1.4065 -1.6311
H -2.6238 1.8722 -2.9339
H -0.8533 4.5914 -1.8241
H 1.8073 4.3101 -1.2368
H 0.8178 3.4264 0.0589
H 2.2942 2.6277 -0.6936
H -2.1314 2.1015 2.3756
H -0.9986 2.9764 1.2396
H -3.4949 3.1001 -0.3062
H -3.0191 4.3147 0.9878
H -4.2154 3.1235 2.8336
H -4.8886 1.8096 1.7338
H -5.6498 4.7934 2.1424
H -5.8011 4.2357 0.3658
H -7.2890 2.9737 2.9938
H -8.0404 4.0504 1.7195
H -7.3716 1.0255 1.7311
H -6.9669 1.8822 0.1088
H -9.1574 1.5277 -0.5434
H -9.6702 2.8993 0.5617
H -10.8214 1.1986 2.0073
H -9.2763 0.0661 1.9448
H -12.6656 0.4522 0.9661
H -11.9341 -0.8076 2.0932
H -12.5078 -1.3374 0.4088
H -3.5371 -0.1464 -0.1396
H -2.0971 -1.4944 1.6782
H -3.9188 -1.4932 1.5080
H -4.1651 0.2108 3.4408
H -2.2731 0.3119 3.5972
H -2.8709 -2.5597 3.4296
H -2.2482 -1.6143 4.8686
H -4.1228 -1.9303 4.6075
H 0.5675 0.9690 0.3165
H -0.3184 -0.8513 2.6820
H -0.2444 0.9637 2.9083
C 9.6331 2.4411 2.1540
C 8.1939 2.1714 1.7298
N 7.5662 3.2919 1.0371
C 6.1225 3.1409 0.8895
C 5.6140 1.9921 0.0201
C 8.2656 3.7978 -0.1400
C 8.5403 2.8187 -1.2808
H 9.7016 3.3463 2.7629
H 10.0050 1.6058 2.7537
H 10.3010 2.5467 1.2955
H 7.6277 1.9592 2.6422
H 8.1701 1.2550 1.1260
H 5.6965 4.0794 0.5147
H 5.6909 3.0214 1.8908
H 5.7499 2.1980 -1.0442
H 4.5398 1.8566 0.1808
H 6.0979 1.0422 0.2591
H 9.2241 4.2157 0.1858
H 7.7227 4.6617 -0.5408
H 8.9193 1.8580 -0.9272
H 9.2978 3.2390 -1.9488
H 7.6498 2.6420 -1.8845
C 3.8955 -2.4362 -6.4772
C 4.6088 -2.0291 -5.1927
N 3.8878 -2.3977 -3.9783
C 4.4223 -1.7633 -2.7762
C 5.8405 -2.1350 -2.3477
C 3.5369 -3.8079 -3.8377
C 4.6713 -4.8310 -3.8690
H 2.8783 -2.0363 -6.5072
H 4.4356 -2.0410 -7.3417
H 3.8472 -3.5217 -6.5934
H 4.7183 -0.9405 -5.2209
H 5.6234 -2.4464 -5.2056
H 3.7422 -1.9490 -1.9355
H 4.3900 -0.6768 -2.9235
H 5.8813 -3.1299 -1.8992
H 6.1913 -1.4316 -1.5866
H 6.5506 -2.0937 -3.1765
H 2.8277 -4.0643 -4.6324
H 2.9620 -3.9483 -2.9140
H 5.3886 -4.6376 -4.6685
H 4.2584 -5.8296 -4.0397
H 5.2072 -4.8687 -2.9207
```

Output
DFT total energy ... -4632.1597 Eh
HOMO ... -0.356 Eh
Net charge ... +1
Multiplicity ... 1